1.
The following is a quantum chemistry calculation of a structure of composition C2HN3O2 in a non-equilibrium geometry, from OMol25.

Atoms and positions in Å:
C (-0.939, 1.188, 0.774)
C (1.900, 2.817, -2.087)
N (-0.946, 1.801, -0.884)
N (-0.281, 0.738, -0.942)
N (-0.715, 0.004, 0.183)
O (1.427, 3.858, -1.907)
O (2.363, 1.790, -2.312)
H (-0.159, -0.713, 0.483)

Energy above the lowest of the compared OMol25 structures with the same formula, charge and spin: 1.4784 eV
⟨S²⟩: 2.016
Orbital gap (alpha / beta): 8.04 / 9.52 eV
Spin multiplicity: 3

---

2.
The following is a quantum chemistry calculation of the molecule ClH4N2PS in a non-equilibrium geometry, from OMol25.

Atoms and positions in Å:
N (-0.764, -0.019, -1.556)
P (-1.382, 0.087, -0.023)
N (0.448, -0.128, 1.141)
S (-2.567, 1.571, 0.333)
Cl (-2.155, -1.802, 0.139)
H (0.156, -0.525, -1.637)
H (-0.455, 0.887, -1.711)
H (0.579, -1.055, 1.556)
H (0.252, 0.270, 2.069)

Energy above the lowest of the compared OMol25 structures with the same formula, charge and spin: 1.6514 eV
Orbital gap: 9.56 eV
Spin multiplicity: 1
Structure (SMILES): NP(N)(=S)Cl

---

It is found that the total energy values, taken in the order of the records, are -10648.1239 -35692.1696 eV.